Version w
Here is an isolated molecule of C4H7NO3 from the Open Molecules 2025 dataset. Energies are from wB97M-V/def2-TZVPD.

Values from the calculation:
Multiplicity: 1
HOMO level in eV: -9.63
Kohn-Sham gap in eV: 10.28
LUMO energy in eV: 0.6

Structure (XYZ):
```
15
Properties=species:S:1:pos:R:3:lowdin_charge:R:1
C 0.03 -0.69 0.09 -0.213
C -0.88 -0.73 -1.11 -0.143
C -2.16 0.07 -1.03 -0.259
O -2.46 0.92 -0.24 0.068
N 0.42 0.63 0.49 0.077
C 1.58 0.99 1.14 -0.594
O 2.55 0.04 1.08 0.107
O 1.62 1.93 1.89 0.084
H 0.97 -1.23 -0.12 0.123
H -0.28 -1.33 0.94 0.133
H -0.28 -0.35 -1.95 0.131
H -1.12 -1.72 -1.52 0.120
H -2.83 -0.20 -1.88 0.119
H -0.23 1.38 0.37 0.131
H 3.07 0.30 1.84 0.116
```

Version x
Here is a structure of composition C4H7NO3 from the Open Molecules 2025 dataset. Energies are from wB97M-V/def2-TZVPD.

Values from the calculation:
Multiplicity: 1
HOMO level in eV: -8.64
Kohn-Sham gap in eV: 9.39
LUMO energy in eV: 0.7

Structure (XYZ):
```
15
Properties=species:S:1:pos:R:3:lowdin_charge:R:1
C 0.66 -1.10 0.62 -0.457
C -0.42 -0.62 -0.33 -0.109
C 0.09 0.15 -1.60 -0.080
C -0.18 1.41 -0.82 -0.193
H -1.12 0.30 1.41 0.095
H 1.19 -1.17 2.56 0.246
H -1.38 -1.30 -0.51 0.198
H -0.46 -0.20 -2.59 0.153
H 1.20 0.29 -1.73 0.126
H 0.70 1.79 -0.33 0.119
H -0.74 2.33 -1.30 0.161
N 0.30 -0.88 1.90 -0.064
O -0.90 -0.45 2.24 -0.077
O 1.82 -1.31 0.21 0.015
O -0.76 0.74 0.26 -0.133
```

Quick one: most stable of them? version w